1:
DFT (ωB97M-V/def2-TZVPD) results for 2 unconnected molecules or ions with the total composition C2H2F3NO2.

Each line ends with the natural charge from an NBO analysis.
Cartesian coordinates (Å):
C1 0.012 0.301 -0.753  0.68
C2 -1.289 -1.081 0.646  0.83
N1 1.136 0.527 -0.096  -0.37
O1 -0.612 0.645 -1.697  -0.52
O2 2.102 1.439 -0.577  -0.55
F1 -2.117 -0.275 1.328  -0.34
F2 -0.446 -1.679 1.520  -0.37
F3 -2.017 -2.069 0.139  -0.33
H1 1.490 0.036 0.824  0.46
H2 1.742 2.155 -1.334  0.51

Calculated values
Lowest unoccupied orbital energy (spin up / spin down) (eV): -0.11 / -0.11
Kohn-Sham gap (spin up / spin down) (eV): 9.3 / 9.3
Net charge: 0

---

2:
DFT (ωB97M-V/def2-TZVPD) results for 2 unconnected molecules or ions with the total composition C2H2F3NO2.

Each line ends with the natural charge from an NBO analysis.
Cartesian coordinates (Å):
C1 0.448 -0.775 -0.390  0.30
C2 1.009 0.537 -0.020  0.46
N1 -1.634 -0.106 0.411  0.47
O1 -2.276 -0.865 1.109  -0.32
O2 -1.889 0.976 -0.013  -0.32
F1 0.073 -0.898 -1.653  -0.28
F2 2.210 0.863 -0.700  -0.35
F3 1.332 0.560 1.275  -0.31
H1 0.387 -1.594 0.229  0.19
H2 0.340 1.302 -0.249  0.17

Calculated values
Lowest unoccupied orbital energy (spin up / spin down) (eV): -1.11 / -1.88
Kohn-Sham gap (spin up / spin down) (eV): 9.3 / 7.8
Net charge: 0

---

1 is favored, and the nearest alternative lies 0.0333 hartree above it.

---

1:
DFT (ωB97M-V/def2-TZVPD) results for 3 unconnected molecules or ions with the total composition C3H11NO2S.

Each line ends with the natural charge from an NBO analysis.
Cartesian coordinates (Å):
C1 -1.865 -0.149 -0.480  -0.07
O1 -2.370 -1.477 -0.744  -0.73
C2 -0.372 -0.204 -0.477  -0.10
C3 0.333 1.190 -0.502  -0.49
S1 2.239 0.784 -0.504  -0.11
N1 0.006 -1.318 0.540  -0.87
H1 -2.293 0.352 0.390  0.17
H2 -2.065 0.500 -1.370  0.17
H3 -1.659 -2.063 -0.267  0.49
H4 -0.138 -0.683 -1.436  0.19
H5 0.304 1.723 -1.465  0.24
H6 -0.022 1.843 0.302  0.24
H7 1.912 -0.195 -2.358  0.13
H8 0.624 -0.942 1.286  0.39
H9 0.582 -1.985 -0.014  0.36
H10 1.727 0.655 1.634  0.46
H11 1.813 1.246 3.009  0.48
O2 1.244 0.722 2.455  -0.94

Calculated values
Lowest unoccupied orbital energy (eV): -1.97
Kohn-Sham gap (eV): 7.7
Net charge: 0

---

2:
DFT (ωB97M-V/def2-TZVPD) results for 2 unconnected molecules or ions with the total composition C3H11NO2S.

Each line ends with the natural charge from an NBO analysis.
Cartesian coordinates (Å):
C1 -0.625 1.648 2.083  -0.06
O1 -0.890 3.010 1.820  -0.72
C2 -0.991 0.780 0.844  -0.09
C3 -0.646 -0.660 1.197  -0.51
S1 -1.292 -1.868 -0.009  -0.06
N1 -0.318 1.309 -0.318  -0.85
H1 0.444 1.489 2.272  0.15
H2 -1.208 1.319 2.951  0.15
H3 -0.244 3.553 2.277  0.47
H4 -2.084 0.776 0.837  0.20
H5 -1.120 -0.974 2.121  0.23
H6 0.432 -0.807 1.212  0.21
H7 -0.776 -1.398 -1.150  0.12
H8 -0.997 1.647 -0.993  0.38
H9 0.425 0.728 -0.650  0.37
H10 4.076 -1.943 -4.958  0.47
H11 5.264 -2.813 -4.636  0.47
O2 4.914 -1.951 -4.487  -0.93

Calculated values
Lowest unoccupied orbital energy (eV): 0.70
Kohn-Sham gap (eV): 9.7
Net charge: 0
SMILES string: N[C@H](CO)CS.O

---

2 is favored, and the nearest alternative lies 0.1192 hartree above it.

---

1:
DFT (ωB97M-V/def2-TZVPD) results for a single C5H11N3 molecule.

Each line ends with the natural charge from an NBO analysis.
Cartesian coordinates (Å):
C1 1.671 1.365 2.142  -0.43
C2 0.286 0.839 -0.748  0.10
C3 -1.075 0.590 -0.112  -0.49
C4 -1.759 -0.803 -0.449  -0.07
C5 -0.789 -1.902 -0.591  -0.27
H1 1.912 0.965 3.227  0.20
H2 2.479 2.088 1.939  0.19
H3 0.633 1.713 2.050  0.20
H4 2.410 -0.359 1.202  0.36
H5 0.308 1.376 -1.689  0.19
H6 -1.663 1.488 -0.457  0.22
H7 -0.957 0.612 0.986  0.23
H8 -2.705 -0.892 0.016  0.21
H9 -1.179 -2.855 -0.017  0.20
H10 0.292 -1.804 -0.654  0.22
H11 -0.921 -0.774 -2.435  0.35
N1 1.525 0.261 1.195  -0.52
N2 1.411 0.822 -0.171  -0.28
N3 -1.594 -1.382 -1.826  -0.60

Calculated values
Lowest unoccupied orbital energy (eV): 0.94
Kohn-Sham gap (eV): 9.5
Net charge: 0
SMILES string: CN/N=C\C[C@@H]1CN1

---

2:
DFT (ωB97M-V/def2-TZVPD) results for a molecular structure, C5H11N3.

Each line ends with the natural charge from an NBO analysis.
Cartesian coordinates (Å):
C1 -0.931 0.603 -2.058  -0.28
C2 -0.178 1.682 -1.085  -0.03
C3 1.655 -0.346 1.123  -0.31
C4 0.709 -0.549 2.180  -0.17
C5 -0.614 -0.855 1.877  -0.48
H1 -1.297 -1.551 -1.918  0.39
H2 -2.084 -0.918 -0.755  0.37
H3 -1.834 1.152 -2.393  0.21
H4 -0.125 0.499 -2.877  0.23
H5 -0.058 2.765 -1.086  0.22
H6 0.502 -0.746 -0.633  0.39
H7 2.060 0.608 1.134  0.25
H8 2.591 -1.110 1.451  0.18
H9 1.013 0.006 3.390  0.22
H10 -1.423 -0.655 2.783  0.21
H11 -1.019 -0.918 0.761  0.21
N1 -1.056 -0.709 -1.367  -0.87
N2 0.864 1.260 -0.273  -0.26
N3 1.226 -0.217 -0.253  -0.48

Calculated values
Lowest unoccupied orbital energy (eV): 0.59
Kohn-Sham gap (eV): 9.1
Net charge: 0

---

3:
DFT (ωB97M-V/def2-TZVPD) results for 2 unconnected molecules or ions with the total composition C5H11N3.

Each line ends with the natural charge from an NBO analysis.
Cartesian coordinates (Å):
C1 -1.392 0.530 1.014  -0.64
C2 -1.188 -1.068 -0.992  -0.63
C3 1.535 0.063 1.435  -0.65
C4 -0.431 -0.090 -0.129  -0.08
C5 0.911 -0.162 0.080  0.20
N1 1.819 -0.462 -0.911  -0.81
N2 -0.354 1.295 -1.715  -0.04
N3 -1.190 2.038 -1.663  -0.05
H1 1.462 -0.464 -1.839  0.38
H2 2.723 -0.026 -0.814  0.38
H3 -2.280 0.973 0.568  0.22
H4 -0.859 1.264 1.604  0.21
H5 -1.724 -0.295 1.651  0.21
H6 -1.281 -2.023 -0.471  0.22
H7 -2.188 -0.692 -1.194  0.21
H8 -0.682 -1.242 -1.961  0.21
H9 1.703 1.136 1.609  0.22
H10 0.914 -0.339 2.237  0.23
H11 2.501 -0.435 1.489  0.22

Calculated values
Lowest unoccupied orbital energy (eV): 1.02
Kohn-Sham gap (eV): 8.2
Net charge: 0
SMILES string: CC(C)=C(C)N.N#N

---

3 is favored, and the nearest alternative lies 0.1196 hartree above it.

---

1:
DFT (ωB97M-V/def2-TZVPD) results for a single C5H11N3 molecule.

Each line ends with the natural charge from an NBO analysis.
Cartesian coordinates (Å):
C1 -2.592 -0.792 -0.361  -0.27
C2 1.085 -0.151 -0.416  0.39
C3 1.575 -1.586 0.071  -0.66
C4 1.271 2.035 -0.962  -0.45
C5 -1.042 0.099 1.470  -0.45
N1 -0.240 -0.155 -0.738  -0.34
N2 1.922 0.743 -0.644  -0.45
N3 -1.264 -0.206 0.069  -0.07
H1 -2.751 -0.984 -1.393  0.20
H2 -3.275 -0.843 0.369  0.17
H3 2.001 -2.222 -0.748  0.23
H4 0.731 -2.091 0.479  0.20
H5 2.372 -1.557 0.775  0.22
H6 0.873 2.008 -2.087  0.20
H7 1.954 2.799 -0.652  0.21
H8 0.318 2.064 -0.509  0.17
H9 -2.021 0.314 1.989  0.23
H10 -0.590 1.153 1.360  0.22
H11 -0.326 -0.627 1.928  0.23

Calculated values
Lowest unoccupied orbital energy (spin up / spin down) (eV): 0.34 / 0.22
Kohn-Sham gap (spin up / spin down) (eV): 8.5 / 8.2
Net charge: 0

---

2:
DFT (ωB97M-V/def2-TZVPD) results for a single C5H11N3 molecule.

Each line ends with the natural charge from an NBO analysis.
Cartesian coordinates (Å):
C1 2.886 -0.776 -0.240  -0.40
C2 -0.512 1.845 -0.123  -0.65
N1 1.798 0.022 0.270  -0.62
C3 -1.946 -0.331 -0.032  0.44
C4 -0.578 0.359 0.063  -0.17
N2 -2.125 -1.440 0.764  -0.83
C5 0.457 -0.460 0.207  0.03
N3 -2.931 0.045 -0.747  -0.74
H1 1.922 1.016 0.134  0.38
H2 -3.080 -1.768 0.790  0.40
H3 -1.608 -1.492 1.626  0.38
H4 -2.721 0.812 -1.377  0.34
H5 0.384 -1.535 0.267  0.21
H6 2.989 -0.723 -1.333  0.18
H7 3.826 -0.438 0.198  0.20
H8 2.721 -1.818 0.035  0.20
H9 0.019 2.108 -1.042  0.21
H10 0.011 2.307 0.714  0.22
H11 -1.514 2.266 -0.174  0.23

Calculated values
Lowest unoccupied orbital energy (eV): 0.88
Kohn-Sham gap (eV): 8.9
Net charge: 0
SMILES string: [H]/N=C(N)\C(C)=C\NC

---

2 is favored, and the nearest alternative lies 0.1639 hartree above it.

---

1:
DFT (ωB97M-V/def2-TZVPD) results for 2 unconnected molecules or ions with the total composition C5H11N3.

Each line ends with the natural charge from an NBO analysis.
Cartesian coordinates (Å):
C1 2.131 -0.236 0.393  0.41
C2 0.683 -1.382 -1.257  -0.61
C3 -0.654 2.056 -0.844  -0.65
C4 1.073 -0.911 0.147  -0.41
C5 -0.827 1.096 0.240  0.05
N1 3.156 0.313 0.750  -0.64
N2 -2.112 -0.623 0.953  -0.64
N3 -1.561 0.085 -0.049  -0.25
H1 0.863 -0.781 -2.146  0.21
H2 1.209 -2.277 -1.415  0.21
H3 -0.396 -1.503 -1.164  0.23
H4 -1.301 2.890 -0.597  0.22
H5 -0.911 1.576 -1.828  0.23
H6 0.383 2.395 -0.933  0.21
H7 0.482 -1.432 0.798  0.23
H8 -0.788 1.549 1.288  0.15
H9 -1.938 -0.394 1.917  0.34
H10 -2.045 -1.623 0.832  0.36
H11 3.195 1.347 0.856  0.37

Calculated values
Lowest unoccupied orbital energy (eV): 0.93
Kohn-Sham gap (eV): 9.0
Net charge: 0
SMILES string: C/C=N/N.CC=C=N

---

2:
DFT (ωB97M-V/def2-TZVPD) results for 2 unconnected molecules or ions with the total composition C5H11N3.

Each line ends with the natural charge from an NBO analysis.
Cartesian coordinates (Å):
C1 -0.263 -1.871 0.400  -0.19
C2 1.151 -2.148 0.751  -0.70
N1 -0.312 -0.750 -0.768  -0.77
H1 0.191 -1.144 -1.556  0.38
H2 -1.273 -0.625 -1.068  0.37
H3 -0.801 -2.742 0.014  0.19
H4 -0.823 -1.404 1.213  0.19
H5 1.731 -1.132 0.553  0.29
H6 1.598 -2.898 0.105  0.20
H7 1.276 -2.398 1.801  0.22
C3 -1.476 1.996 -0.494  -0.66
C4 -0.039 2.010 -0.075  0.20
N2 0.417 3.002 0.567  -0.56
C5 0.806 0.832 -0.335  0.26
N3 1.919 0.445 -0.156  -0.46
H8 1.398 2.879 0.834  0.36
H9 -1.932 2.951 -0.249  0.24
H10 -1.556 1.797 -1.564  0.22
H11 -2.011 1.200 0.026  0.22

Calculated values
Lowest unoccupied orbital energy (eV): 0.69
Kohn-Sham gap (eV): 9.2
Net charge: 0
SMILES string: [H]/N=C(/C)C#N.CCN

---

3:
DFT (ωB97M-V/def2-TZVPD) results for a molecular structure, C5H11N3.

Each line ends with the natural charge from an NBO analysis.
Cartesian coordinates (Å):
C1 1.833 0.680 -0.991  -0.44
C2 2.219 -0.039 1.072  -0.47
C3 -0.520 -1.463 -0.415  0.28
C4 -2.716 -0.510 0.234  0.04
C5 -3.069 0.982 0.043  -0.60
H1 1.237 0.603 -1.878  0.20
H2 2.988 0.298 -1.162  0.22
H3 1.557 1.918 -0.740  0.22
H4 2.653 -1.018 0.759  0.21
H5 3.004 0.738 1.411  0.22
H6 1.817 -0.398 1.974  0.20
H7 -1.028 -2.234 -1.306  0.20
H8 -0.806 0.426 -0.049  0.45
H9 -3.115 -1.467 0.288  0.22
H10 -2.137 1.908 0.095  0.22
H11 -4.298 1.342 0.492  0.21
N1 1.067 0.161 0.169  -0.34
N2 0.727 -1.356 -0.162  -0.38
N3 -1.411 -0.570 0.169  -0.65

Calculated values
Lowest unoccupied orbital energy (eV): 0.49
Kohn-Sham gap (eV): 8.2
Net charge: 0

---

2 is favored, and the nearest alternative lies 0.0381 hartree above it.

---

1:
DFT (ωB97M-V/def2-TZVPD) results for a single C4H6N4 molecule.

Each line ends with the natural charge from an NBO analysis.
Cartesian coordinates (Å):
C1 -0.634 -0.298 0.056  0.00
C2 0.233 0.857 0.420  -0.43
C3 0.155 1.714 -0.657  0.05
C4 1.659 0.602 0.285  0.08
H1 -1.659 -3.109 1.229  0.41
H2 -1.521 -2.476 -0.823  0.34
H3 -0.575 -0.502 -1.018  0.17
H4 0.510 1.282 1.616  0.31
H5 -0.736 2.478 -1.068  0.23
H6 2.232 -0.317 0.596  0.22
N1 -1.792 -2.254 0.361  -0.66
N2 -1.359 -1.074 0.850  -0.19
N3 1.226 1.846 -1.262  -0.26
N4 2.260 1.250 -0.584  -0.25

Calculated values
Lowest unoccupied orbital energy (eV): 0.41
Kohn-Sham gap (eV): 9.2
Net charge: 0
SMILES string: N/N=C/C1C=NN=C1

---

2:
DFT (ωB97M-V/def2-TZVPD) results for a single C4H6N4 molecule.

Each line ends with the natural charge from an NBO analysis.
Cartesian coordinates (Å):
C1 -2.304 0.107 -0.006  0.28
C2 0.072 0.336 -0.314  0.02
C3 1.103 1.086 0.322  -0.09
C4 0.703 -0.845 -0.637  -0.09
H1 -1.354 -1.209 0.987  0.34
H2 -3.290 0.567 -0.279  0.17
H3 -1.304 1.809 -0.448  0.39
H4 1.148 2.120 0.670  0.21
H5 2.629 -1.563 -0.041  0.41
H6 0.340 -1.682 -1.201  0.23
N1 -2.302 -0.931 0.708  -0.67
N2 -1.218 0.804 -0.553  -0.62
N3 2.213 0.349 0.511  -0.25
N4 1.935 -0.813 -0.077  -0.32

Calculated values
Lowest unoccupied orbital energy (eV): 0.93
Kohn-Sham gap (eV): 9.6
Net charge: 0
SMILES string: [H]/N=C\Nc1cn[nH]c1

---

3:
DFT (ωB97M-V/def2-TZVPD) results for a single C4H6N4 molecule.

Each line ends with the natural charge from an NBO analysis.
Cartesian coordinates (Å):
C1 0.893 -0.465 0.092  0.61
C2 -1.506 -0.569 0.026  0.31
C3 -1.632 0.955 -0.233  -0.31
C4 -0.448 1.509 -0.103  0.01
H1 2.183 -1.950 -0.196  0.39
H2 3.179 -0.420 -0.189  0.40
H3 -1.683 -2.066 0.474  0.36
H4 -2.662 1.418 -0.264  0.27
H5 -0.295 2.664 -0.332  0.20
H6 1.770 1.613 0.498  0.43
N1 2.123 -1.020 -0.257  -0.79
N2 -0.211 -1.200 0.004  -0.63
N3 -2.593 -1.346 0.077  -0.62
N4 0.883 0.877 0.403  -0.65

Calculated values
Lowest unoccupied orbital energy (eV): 0.18
Kohn-Sham gap (eV): 8.5
Net charge: 0
SMILES string: [H]/N=c1/cc[nH]c(N)n1

---

2 is favored, and the nearest alternative lies 0.1149 hartree above it.